ORCA calculation (wB97M-V/def2-TZVPD) on a molecular structure, C43H82B2Br21F5NO8.

Each line ends with the Löwdin charge.
Element x y z (Å)
C1 -2.79789 0.82021 -3.66008  -0.089
C2 -1.86118 -0.37072 -3.37288  -0.312
C3 -2.18909 -1.62199 -4.23905  -0.210
C4 -2.78693 -2.75890 -3.40135  -0.204
C5 -1.66885 -3.37134 -2.54673  -0.215
C6 -2.18010 -4.13579 -1.31676  -0.177
C7 -1.46656 -3.52623 -0.07735  -0.194
C8 -0.12220 -4.21923 0.16321  -0.180
C9 -0.09207 -5.53872 0.93676  -0.112
C10 -0.17022 -5.46813 2.46667  -0.098
C11 -1.53604 -5.61800 3.24199  -0.227
C12 -1.42014 -6.82422 4.23628  -0.019
B1 -2.39866 -6.76123 5.51552  -0.631
O1 -3.56299 -7.51838 5.50444  0.148
O2 -2.12513 -6.00366 6.61006  0.211
C13 -2.87169 -5.83051 2.51344  -0.327
F1 -3.27730 -7.10174 2.50272  0.084
F2 -2.87748 -5.54917 1.17775  0.106
C14 -4.14084 -5.00586 2.97674  -0.561
F3 -4.22918 -3.86493 2.32192  0.182
F4 -5.19282 -5.69445 2.54388  0.188
F5 -4.30975 -4.82918 4.25630  0.231
O3 -1.60274 -4.50698 4.16532  -0.017
C15 -1.42500 -3.24993 3.50377  -0.173
C16 -1.95627 -2.04701 4.24874  -0.126
O4 -3.37421 -2.08922 4.33867  -0.121
C17 -3.91880 -1.06731 3.49068  -0.288
C18 -5.43084 -1.17939 3.31580  -0.199
C19 -5.98786 0.22110 2.87400  -0.091
C20 0.09776 -3.11220 3.14120  -0.023
B2 0.83928 -1.96871 4.00943  -0.645
O5 0.89252 -2.04668 5.38551  0.174
O6 1.49867 -0.91666 3.43369  0.027
C21 0.67574 -0.08226 2.58444  -0.090
N1 0.77773 -4.42099 3.06106  -0.105
O7 1.90201 -4.37839 2.20222  -0.039
C22 1.43985 -4.84987 4.34034  -0.029
C23 2.95704 -4.48458 4.39003  -0.748
O8 3.37219 -3.50636 4.80664  0.126
Br1 4.28868 -5.81878 3.80113  0.716
H1 -2.44340 1.35441 -4.54224  0.081
H2 -3.81787 0.45312 -3.79497  0.078
H3 -2.76373 1.48855 -2.79776  0.013
H4 -1.91061 -0.60554 -2.30244  0.070
H5 -0.80905 -0.09135 -3.55972  0.019
H6 -1.30640 -1.97840 -4.77998  0.107
H7 -2.91158 -1.32700 -5.01027  0.105
H8 -3.15245 -3.57466 -4.03096  0.114
H9 -3.60913 -2.34798 -2.80767  0.116
H10 -1.11177 -4.07599 -3.17610  0.117
H11 -0.95009 -2.59599 -2.26495  0.081
H12 -1.98699 -5.21334 -1.31157  0.107
H13 -3.25411 -4.01736 -1.14768  0.111
H14 -1.26744 -2.48778 -0.37041  0.101
H15 -2.15559 -3.47239 0.76992  0.078
H16 0.57717 -3.47649 0.51995  0.026
H17 0.27015 -4.43504 -0.84089  0.132
H18 -0.77987 -6.27335 0.51861  0.098
H19 0.86778 -5.99745 0.67614  0.113
H20 0.35588 -6.39049 2.72267  0.074
H21 -0.41486 -6.83258 4.68998  0.108
H22 -1.43400 -7.79341 3.70420  0.000
H23 -3.31302 -8.40916 5.79076  0.118
H24 -1.20322 -5.72542 6.52754  0.100
H25 -1.95337 -3.29059 2.54401  0.130
H26 -1.62634 -1.99180 5.28976  0.148
H27 -1.75256 -1.11693 3.70433  0.110
H28 -3.71408 -0.10749 3.98343  0.112
H29 -3.45638 -1.10147 2.48400  0.048
H30 -5.93883 -1.54885 4.20766  0.114
H31 -5.71107 -1.85690 2.50924  0.092
H32 -6.45810 0.12651 1.89442  0.071
H33 -5.15518 0.90962 2.73855  0.007
H34 -6.72320 0.58781 3.58718  0.071
H35 0.08729 -2.69051 2.12927  0.127
H36 0.45602 -1.25025 5.72597  0.134
H37 1.28471 0.78367 2.31914  0.092
H38 0.46398 -0.60338 1.64255  0.049
H39 -0.21117 0.31111 3.08123  0.050
H40 2.00202 -3.47714 1.81596  0.002
H41 0.91628 -4.53172 5.24055  0.151
H42 1.51498 -5.93877 4.42014  0.097
Br2 0.88805 0.19148 -1.72650  0.693
C24 2.37686 0.58000 -2.91117  -0.653
C25 3.04638 1.85737 -2.49031  -0.676
Br3 1.98184 3.40224 -3.00079  0.679
H43 1.97772 0.60988 -3.92143  0.061
H44 3.05917 -0.26225 -2.82075  -0.008
H45 4.00330 1.97858 -2.99475  0.064
H46 3.19626 1.92357 -1.41681  0.052
Br4 0.02377 3.92077 1.50560  0.839
C26 0.01993 4.95004 -0.15413  -0.541
C27 -1.37674 5.31911 -0.56954  -0.525
Br5 -2.31413 3.80035 -1.34937  0.984
H47 0.54270 4.35207 -0.89599  -0.013
H48 0.60199 5.84335 0.06320  0.041
H49 -1.35137 6.07378 -1.35423  0.010
H50 -1.98643 5.67566 0.25562  0.040
Br6 0.43511 8.81989 -0.83067  0.633
C28 -0.58156 9.80494 -2.16823  -0.665
C29 -1.79465 9.03930 -2.61712  -0.818
Br7 -1.33945 7.59550 -3.84933  0.609
H51 0.10174 10.02843 -2.98096  -0.015
H52 -0.87602 10.73043 -1.67696  0.064
H53 -2.46470 9.68687 -3.17902  0.066
H54 -2.33903 8.58605 -1.79388  -0.363
Br8 2.27962 -8.53333 2.54324  0.662
C30 1.19963 -10.14803 2.63725  -0.662
C31 0.23833 -10.22657 1.48435  -0.637
Br9 -1.24071 -8.99442 1.75318  0.851
H55 0.70495 -10.13256 3.60359  0.055
H56 1.90481 -10.97625 2.60820  0.066
H57 -0.20536 -11.21837 1.42319  0.067
H58 0.68631 -9.97581 0.52774  0.057
Br10 2.81409 -1.85365 0.50916  0.826
C32 4.27394 -3.11952 0.20463  -0.606
C33 5.49359 -2.43614 -0.35036  -0.650
Br11 5.28376 -2.02662 -2.24028  0.692
H59 3.88557 -3.89481 -0.44971  0.068
H60 4.49105 -3.54725 1.18282  0.054
H61 6.35632 -3.09797 -0.29755  0.065
H62 5.72566 -1.50220 0.15246  0.060
Br12 9.94292 -4.06857 -1.71488  0.595
C34 10.07232 -3.18598 -3.44681  -0.690
C35 8.71469 -2.79558 -3.96412  -0.711
Br13 7.74804 -4.33156 -4.66738  0.594
H63 10.60079 -3.86448 -4.10910  0.052
H64 10.68345 -2.30276 -3.27225  0.059
H65 8.80711 -2.10928 -4.80375  0.061
H66 8.08388 -2.34822 -3.20230  -0.007
Br14 -4.84424 3.91554 0.94370  0.677
C36 -2.91687 3.90084 1.19736  -0.790
C37 -2.28099 2.73838 0.48818  -1.076
Br15 -2.55999 1.06714 1.46219  0.748
H67 -2.73818 3.89879 2.26852  0.053
H68 -2.56499 4.84038 0.77456  -0.048
H69 -1.20025 2.86313 0.43825  -0.129
H70 -2.66972 2.58566 -0.51399  -0.200
Br16 3.76643 7.21848 -2.34183  0.587
C38 4.31839 8.62865 -3.56359  -0.704
C39 3.24060 9.66732 -3.71581  -0.687
Br17 1.80066 9.02702 -4.86139  0.633
H71 4.58108 8.14840 -4.50117  0.049
H72 5.21100 9.06480 -3.11935  0.053
H73 3.63177 10.55321 -4.21237  -0.023
H74 2.78688 9.95481 -2.77076  0.037
Br18 -3.49414 8.38200 -0.83859  0.961
C40 -5.18214 8.25579 -1.80291  -0.554
C41 -5.90275 6.97397 -1.48382  -0.667
Br19 -5.10338 5.46070 -2.40620  0.620
H75 -4.95124 8.36084 -2.85830  0.068
H76 -5.76419 9.11406 -1.47317  0.071
H77 -6.93080 7.01420 -1.83847  0.064
H78 -5.89693 6.73547 -0.42379  0.036
Br20 3.27040 13.03540 -5.65276  0.641
C42 5.11093 13.53702 -5.26461  -0.686
C43 6.06777 12.91150 -6.24299  -0.684
Br21 6.35276 11.02444 -5.85055  0.629
H79 5.30765 13.24859 -4.23653  0.052
H80 5.13457 14.62191 -5.34492  0.058
H81 7.05089 13.37099 -6.16352  0.060
H82 5.72412 12.97164 -7.27087  0.053

Output
Charge: +1
HOMO level (eV): -9.121
Max |F| (eV Å⁻¹): 14.3
Kohn-Sham gap (eV): 7.01